Entry 1:
C15H26EuF6NO3P2 as an isolated structure in a non-equilibrium geometry. Source: the OMol25 dataset; level of theory: the ωB97M-V functional and the def2-TZVPD basis.

```
54
Properties=species:S:1:pos:R:3:forces:R:3
Eu 0.75961 0.40167 0.20588 -1.125 -1.849 1.609
P 0.43382 -1.10805 -2.26399 0.634 -0.086 -0.655
C -1.33012 -0.93317 -2.35996 -1.037 -0.656 0.376
C -2.22272 -0.61043 -1.29474 -0.337 0.263 0.188
N -1.78076 0.05914 -0.15998 0.846 -0.124 0.027
C -2.64289 0.38478 0.81380 0.172 0.008 0.078
C -3.97133 -0.02342 0.76362 -0.344 -0.065 -0.540
C -4.45640 -0.67792 -0.36826 -0.132 0.115 0.307
C -3.59935 -0.93734 -1.42026 0.440 -0.046 -0.190
C -2.21824 1.18819 2.04406 0.072 -0.224 -0.231
P -0.79636 2.37497 1.84888 -0.692 0.054 1.115
H -3.94485 -1.42101 -2.33886 0.091 0.170 0.403
H -4.60452 0.22938 1.60008 -0.209 -0.091 -0.046
H -5.50363 -0.96337 -0.42760 0.180 0.034 0.010
H -3.07242 1.78859 2.40356 0.229 -0.375 -0.143
H -1.96257 0.49590 2.86701 -0.067 0.153 -0.309
H -1.78436 0.77803 -3.31825 0.425 0.999 -0.799
H -1.79301 -1.40035 -3.23693 -0.003 0.154 0.214
H -0.50257 2.16449 -2.45391 0.323 0.360 0.582
O -1.43222 1.56564 -3.81797 -1.095 -0.757 0.562
H -2.23349 1.93594 -4.24056 0.638 0.018 0.132
H 2.25556 1.16599 -0.83768 1.589 0.698 -1.367
O -0.04798 2.44570 -1.60291 -0.353 0.189 -0.237
H -0.24266 3.41219 -1.54417 0.381 -1.057 0.057
C -1.69650 3.95394 1.53057 0.215 0.040 -0.405
H -2.30669 4.24144 2.40576 0.360 -0.261 -0.321
H -0.96177 4.74663 1.32687 -0.306 -0.152 0.075
H -2.36118 3.84998 0.66199 0.232 0.049 0.155
C -0.41268 2.57713 3.64230 0.301 -0.053 0.000
H 0.43582 3.26282 3.76734 -0.260 -0.113 -0.003
H -1.28703 2.97697 4.18107 0.301 -0.132 -0.257
H -0.13164 1.61559 4.09486 -0.032 0.229 -0.168
C 0.66583 -2.92950 -2.25126 0.030 -0.135 0.441
H 0.32675 -3.37567 -3.19410 0.052 0.225 0.152
H 1.73498 -3.13300 -2.11081 -0.215 0.029 -0.049
H 0.12279 -3.39582 -1.41648 0.202 0.210 -0.200
C 0.99008 -0.65897 -3.95780 -0.145 0.232 0.239
H 2.07405 -0.80636 -4.00449 -0.188 0.017 -0.106
H 0.48743 -1.29326 -4.70507 0.205 0.172 0.292
H 0.74503 0.39340 -4.15534 0.168 -0.316 -0.015
C 4.28171 -1.40032 0.51108 -0.180 -0.189 -0.334
C 3.08908 -1.66651 1.41996 0.388 -0.606 1.526
O 1.86087 -1.47329 0.84155 -1.226 2.066 -0.901
C 3.16822 -3.17422 1.91104 0.264 -0.644 0.171
F 4.43739 -3.51175 2.31653 -1.592 0.528 -0.399
F 2.30282 -3.46093 2.91156 0.803 0.331 -0.775
F 2.83897 -3.98734 0.86826 0.389 0.731 0.695
C 3.16742 -0.68803 2.65888 0.588 -0.572 0.981
F 4.38000 -0.60222 3.26594 -1.549 -0.069 -0.955
F 2.85916 0.59322 2.18427 -0.135 -0.216 -0.115
F 2.24436 -0.94829 3.61241 0.657 0.398 -0.872
H 4.29205 -2.17289 -0.27238 0.083 0.295 0.224
H 5.23343 -1.42240 1.06065 -0.359 0.099 -0.281
H 4.11267 -0.42590 0.03399 0.322 -0.079 0.061
```
Forces are in eV/Å.

Values from the calculation:
Spin multiplicity: 7
Total charge: +2
LUMO level (spin up / spin down): -7.94 / -10.39 eV
Highest occupied orbital energy (spin up / spin down): -14.87 / -16.03 eV


Entry 2:
A 2-piece molecular cluster, C3H8N2S2 overall in a non-equilibrium geometry. Source: the OMol25 dataset; level of theory: the ωB97M-V functional and the def2-TZVPD basis.

```
15
Properties=species:S:1:pos:R:3:forces:R:3
C -0.00281 1.78070 0.16765 2.360 -1.314 -0.289
C 1.38925 -0.42797 -0.03861 4.126 1.967 1.272
C 2.17903 -1.68146 0.09386 -2.816 2.147 0.839
N -0.67704 0.60558 -0.25406 -1.240 2.476 0.125
N 0.10258 -0.44339 -0.36147 -3.992 -0.616 -1.283
S 1.84712 1.21726 0.36014 -0.404 -0.291 -0.422
S -3.76961 -0.21150 -0.08524 -0.278 0.481 -2.791
H 0.01367 2.57971 -0.62708 -0.433 -0.491 1.257
H -0.20762 1.99167 1.22219 -0.510 0.753 -0.464
H 1.39099 -2.37503 -0.09328 0.307 -1.509 -0.204
H 2.54753 -1.70635 1.07460 0.658 -0.672 1.591
H 2.95251 -1.60509 -0.56503 2.148 -0.730 -2.013
H -3.68243 0.65237 0.86626 0.188 1.023 1.120
H -0.46219 -1.19133 -0.65353 0.051 -1.538 -0.421
H -3.62096 0.81484 -1.10642 -0.165 -1.688 1.684
```
Forces are in eV/Å.

Values from the calculation:
Spin multiplicity: 3
Total charge: 0
LUMO level (spin up / spin down): 0.80 / -0.01 eV
Highest occupied orbital energy (spin up / spin down): -5.04 / -9.06 eV


Entry 3:
NO3Rb2 as an isolated structure in a non-equilibrium geometry. Source: the OMol25 dataset; level of theory: the ωB97M-V functional and the def2-TZVPD basis.

```
6
Properties=species:S:1:pos:R:3:forces:R:3
Rb -0.48440 1.91790 2.31966 0.188 -0.352 -0.161
Rb -0.88120 0.96805 -2.59282 0.135 -0.277 0.208
N 0.33297 -0.76169 -0.01142 1.327 -0.394 3.505
O 1.39840 -1.34882 0.21909 -1.242 0.109 -1.234
O 0.41649 0.54824 -0.04546 -1.107 -0.078 -1.020
O -0.78226 -1.32368 0.11095 0.699 0.992 -1.298
```
Forces are in eV/Å.

Values from the calculation:
Spin multiplicity: 1
Total charge: +1
LUMO level: -3.87 eV
Highest occupied orbital energy: -12.14 eV


Entry 4:
A 2-piece molecular cluster, C10H15BrS overall in a non-equilibrium geometry. Source: the OMol25 dataset; level of theory: the ωB97M-V functional and the def2-TZVPD basis.

```
27
Properties=species:S:1:pos:R:3:forces:R:3
C -2.23910 3.95699 -1.77023 -0.583 0.354 -0.380
C -1.77490 3.32386 -0.62929 -1.580 -2.349 0.005
C -2.74044 3.11665 -2.75571 1.977 -0.446 3.756
C -2.02110 1.89988 -0.67141 0.519 1.099 -1.229
C 0.46268 -1.45106 1.56803 -2.942 -1.311 3.300
C 2.30837 -1.69295 0.01742 1.941 1.498 -0.769
C -0.01584 -1.97103 -0.78315 0.393 -1.664 -1.830
C -1.82569 0.81166 0.18228 1.276 1.074 -0.257
C 0.67465 0.22537 -0.14324 -0.655 3.320 0.051
C 0.85553 -1.18829 0.18947 0.747 -1.138 -2.201
S -2.55522 1.49415 -2.27481 -0.367 0.234 -0.100
Br 0.92780 1.01382 -2.00130 0.056 -1.125 2.069
H -2.32418 5.04449 -1.73098 0.127 -0.290 -0.636
H -1.70659 3.92452 0.23654 0.755 0.084 1.107
H -2.98289 3.39595 -3.68105 -1.213 0.830 -3.454
H -0.70367 -1.29620 1.76572 2.334 -0.647 -0.581
H 0.79916 -2.48318 1.94111 -0.930 1.160 -0.879
H 0.89669 -0.82874 2.32450 0.591 0.875 0.173
H 2.55048 -1.90173 -1.06114 -0.517 -0.397 1.021
H 2.44963 -2.56005 0.70328 0.350 0.608 -0.838
H 3.10145 -0.85051 0.17446 -1.405 -1.444 0.544
H 0.60481 -1.95399 -1.81329 -2.265 0.138 1.943
H -1.06109 -1.57223 -0.76172 1.067 -0.166 -0.714
H -0.14937 -3.06780 -0.53499 0.547 1.080 0.003
H -2.24015 -0.13461 -0.03218 -0.360 -0.733 -0.271
H -1.68136 1.06215 1.18809 0.320 0.036 1.441
H 0.97750 0.97150 0.64873 -0.181 -0.680 -1.272
```
Forces are in eV/Å.

Values from the calculation:
Spin multiplicity: 1
Total charge: 0
LUMO level (spin up / spin down): 0.06 / -0.38 eV
Highest occupied orbital energy (spin up / spin down): -7.19 / -7.72 eV


Entry 5:
C4H8N2O as an isolated structure. Source: the OMol25 dataset; level of theory: the ωB97M-V functional and the def2-TZVPD basis.

```
15
Properties=species:S:1:pos:R:3:forces:R:3
O -1.25603 2.31190 -1.03059 0.160 -0.289 0.089
C -0.68559 1.27001 -0.75948 -0.013 0.063 0.000
N 0.66170 1.05178 -1.04115 -0.066 0.158 -0.007
C 1.27311 -0.17819 -1.05145 -0.211 -0.031 0.175
C 0.76773 -0.67208 0.95260 -0.131 0.001 0.078
C -0.71244 -0.82995 0.68844 0.060 -0.123 0.001
N -1.30790 0.20620 -0.15297 -0.117 0.198 -0.064
H 1.20701 1.89701 -1.14260 -0.053 -0.131 -0.003
H 0.59808 -0.95746 -1.41576 0.138 0.047 0.193
H 1.72641 -0.55361 0.04513 0.067 -0.039 -0.021
H 0.99603 0.22708 1.53273 0.015 -0.061 -0.181
H 1.14580 -1.56150 1.46750 0.003 0.108 -0.175
H -1.23866 -0.81873 1.65317 0.062 0.000 -0.101
H -0.89223 -1.81547 0.24194 0.018 0.113 0.029
H -2.28207 0.40416 0.01706 0.067 -0.014 -0.013
```
Forces are in eV/Å.

Values from the calculation:
Spin multiplicity: 1
Total charge: 0
LUMO level: 0.76 eV
Highest occupied orbital energy: -8.50 eV


Entry 6:
An isolated molecule of C5H10N2. Source: the OMol25 dataset; level of theory: the ωB97M-V functional and the def2-TZVPD basis.

```
17
Properties=species:S:1:pos:R:3:forces:R:3
C 0.93631 0.01887 1.70744 0.036 -0.049 -0.031
C 0.44639 1.16081 0.84431 -0.063 0.023 0.223
N 0.87588 1.31541 -0.55068 0.163 -0.101 -0.157
C -0.53079 1.05247 -0.26666 -0.198 0.005 0.041
C -1.24691 -0.20201 -0.74309 -0.018 0.052 -0.131
C 0.21713 -1.97891 -1.75115 -0.400 0.469 0.295
N -0.44109 -1.42561 -0.75611 0.290 -0.325 -0.178
H 1.85253 0.31903 2.22667 -0.129 -0.034 -0.068
H 1.17923 -0.87460 1.12604 -0.031 0.140 0.069
H 0.19769 -0.24743 2.47298 0.091 0.046 -0.116
H 0.43443 2.11239 1.37680 -0.004 -0.132 -0.092
H 1.32899 0.45379 -0.85756 -0.045 0.076 0.038
H -1.16226 1.92685 -0.43243 0.083 -0.131 0.029
H -2.14123 -0.36999 -0.13076 0.129 0.031 -0.064
H 0.00833 -1.32991 -2.63398 0.075 -0.113 0.116
H -1.57569 -0.03955 -1.77517 0.033 -0.006 0.137
H -0.37893 -1.89161 0.14335 -0.012 0.050 -0.112
```
Forces are in eV/Å.

Values from the calculation:
Spin multiplicity: 1
Total charge: 0
LUMO level: 0.86 eV
Highest occupied orbital energy: -8.52 eV